No. 1
{"formula": "C22H33DyN3P2S", "method": "ωB97M-V/def2-TZVPD", "spin_multiplicity": 6, "orbital_gap_ev": [5.8, 6.0], "de_lowest_kcal_mol": 75.4, "s_squared": 9.22, "total_charge": 1, "elements": ["C", "H", "H", "Dy", "C", "C", "C", "H", "H", "C", "P", "H", "H", "H", "H", "H", "H", "H", "H", "C", "H", "H", "H", "N", "H", "C", "C", "C", "H", "H", "C", "H", "H", "C", "S", "H", "P", "C", "H", "H", "H", "H", "C", "C", "H", "C", "C", "C", "H", "C", "N", "H", "H", "C", "C", "H", "H", "N", "C", "C", "H", "H"], "positions_angstrom": [[2.70303, 0.53666, -2.81338], [2.29903, -2.59944, 0.91012], [2.74223, 2.37906, -1.72958], [0.00023, 0.00016, 0.23012], [-0.97137, -1.24634, 5.86242], [-1.42377, -3.19594, 0.15132], [0.64063, -2.51444, -1.77188], [-2.13987, -2.90044, -0.63228], [1.39593, 4.15496, -4.18408], [-2.63957, 2.45226, 0.24682], [-2.21227, 0.73036, -0.27798], [-3.52987, 2.83056, -0.28628], [0.49933, 2.05966, 3.97132], [-1.78077, 3.10736, 0.02422], [-3.37107, 1.13446, -2.43708], [-1.99947, -1.66284, 5.82072], [-0.25677, -2.27564, -2.37538], [4.66583, 0.54876, -3.71568], [3.09983, -3.34414, -2.65578], [-1.31317, 1.77336, -2.66148], [-3.65287, -0.37884, 1.35092], [-2.75457, 3.14806, -3.49388], [-1.06687, -0.24764, 6.32742], [-0.43557, -1.18914, 4.51892], [-4.63347, 0.32556, 0.01282], [3.86703, -0.07464, -3.29648], [0.97013, 1.24426, 5.86422], [-1.68707, 2.93656, -3.35758], [0.86083, -3.59134, -1.88138], [3.16403, 2.56626, -3.44938], [-0.72837, 3.79586, -3.90888], [-3.71557, -1.20104, -0.23478], [-0.34287, -1.91274, 6.48902], [0.63373, 3.49436, -3.75378], [0.00023, 0.00016, 2.23012], [-2.82647, 2.46516, 1.33352], [0.10943, -2.18124, -0.02128], [1.03973, 2.36696, -3.03078], [1.99743, 1.66306, 5.82322], [-1.19707, -4.27204, 0.04862], [1.58933, -0.32364, 0.42942], [0.34063, 1.90806, 6.49282], [2.49063, 2.03286, -2.75778], [1.80233, -1.66964, -2.22818], [1.38673, -4.14984, 0.72112], [1.31943, -3.09024, 1.02392], [1.66783, -0.25444, -2.26118], [0.00023, 0.00016, 3.85012], [1.01133, -3.02244, 2.08022], [-3.70467, -0.21744, 0.26112], [0.43383, 1.18916, 4.52092], [-0.50417, -2.05844, 3.96772], [4.94393, -1.93884, -3.58618], [-2.35647, 0.82546, -2.12978], [4.02603, -1.46684, -3.22118], [-2.16827, -0.20464, -2.48968], [1.06773, 0.24466, 6.32692], [0.49703, 0.34756, -1.76918], [2.99453, -2.25294, -2.68738], [0.06953, 1.49466, -2.46648], [-1.03957, 4.68786, -4.46208], [-1.87767, -3.00724, 1.13792]], "atomic_forces_ev_per_a": [[-0.1, -0.5, 0.2], [-0.4, -0.2, 0.1], [-0.1, -0.1, -0.4], [1.8, 7.9, -8.7], [-0.5, -0.3, 0.9], [0.0, -0.2, -0.1], [-0.3, -0.2, 0.2], [0.2, -0.2, 0.3], [-0.3, -0.3, 0.2], [0.0, 0.1, -0.1], [-6.7, 2.3, -1.6], [0.3, -0.2, 0.2], [-0.1, -1.2, 0.1], [-0.4, -0.1, 0.1], [0.4, -0.1, 0.1], [0.6, 0.1, 0.0], [0.3, -0.1, 0.1], [-0.3, -0.3, 0.2], [0.0, 0.4, 0.0], [0.6, 0.3, -0.1], [-0.1, 0.1, -0.4], [0.4, -0.1, 0.0], [0.2, -0.6, -0.4], [1.3, 3.0, -1.4], [0.3, -0.3, 0.1], [-0.2, -0.2, 0.1], [0.5, 0.3, 0.9], [0.2, -0.1, 0.0], [-0.1, 0.4, 0.1], [-0.3, -0.2, 0.2], [0.1, -0.3, 0.2], [0.0, 0.3, 0.2], [-0.4, 0.5, -0.2], [-0.2, -0.2, 0.2], [-0.3, 0.1, 9.5], [0.1, 0.0, -0.4], [0.6, -9.7, -0.9], [-0.6, 0.1, 0.1], [-0.6, -0.1, 0.0], [-0.2, 0.4, 0.0], [4.5, -1.0, 0.4], [0.4, -0.5, -0.2], [0.1, 0.1, 0.1], [0.5, 0.6, -0.3], [0.0, 0.4, 0.1], [0.2, -0.1, 0.0], [0.7, -0.4, -0.5], [0.0, 0.1, 5.9], [0.1, -0.1, -0.4], [-0.2, 0.1, -0.1], [-1.4, -3.1, -1.4], [0.1, 1.2, 0.1], [-0.4, 0.2, 0.2], [-0.2, -0.2, 0.2], [-0.3, 0.2, 0.1], [-0.1, 0.4, 0.0], [-0.2, 0.6, -0.4], [-0.1, 0.4, -2.6], [-0.1, 0.2, 0.0], [0.0, 0.7, -0.7], [0.1, -0.4, 0.2], [0.1, -0.1, -0.4]]}



No. 2
{"formula": "C4H12N2", "method": "ωB97M-V/def2-TZVPD", "orbital_gap_ev": 9.5, "de_lowest_kcal_mol": 88.7, "elements": ["H", "C", "H", "H", "H", "C", "H", "C", "H", "H", "H", "C", "H", "N", "H", "H", "H", "N"], "positions_angstrom": [[0.58385, -0.32380, -1.58298], [0.59212, 0.39328, -0.75065], [-1.27603, -1.22525, -0.40533], [3.24143, -0.44273, 1.19656], [-0.64716, 1.46995, 0.57160], [-0.78428, 0.97866, -0.39162], [-2.26875, -0.12562, -1.27628], [-1.96328, -0.04869, -0.22023], [2.84315, 0.99878, 0.47101], [1.37223, -1.47132, 0.17124], [-2.40001, -1.46542, 1.05447], [1.28134, -0.39958, 0.37084], [-1.12204, 1.70515, -1.14608], [2.68894, 0.00039, 0.48401], [0.81100, -0.35740, 1.36914], [1.24975, 1.22123, -1.02591], [-2.74834, 0.38453, 0.38768], [-1.45392, -1.29213, 0.72251]], "atomic_forces_ev_per_a": [[-0.3, 0.5, -0.3], [-0.1, -0.8, 0.2], [-0.1, -3.8, 2.6], [-0.2, -0.1, 0.2], [-0.1, 0.3, 0.0], [-0.5, -0.5, 0.6], [-0.6, -1.2, 0.3], [1.2, 3.7, 1.3], [-0.1, -0.1, 0.3], [-0.6, 0.1, -0.3], [0.1, -1.3, -0.7], [1.2, -0.3, 1.5], [0.3, 0.0, 0.2], [0.3, 0.6, -1.0], [-0.4, 0.4, -0.6], [-0.1, -0.1, -0.1], [-0.3, 0.4, -0.5], [0.1, 2.4, -3.7]]}



No. 3
{"formula": "C23H24O6", "method": "ωB97M-V/def2-TZVPD", "orbital_gap_ev": 5.2, "de_lowest_kcal_mol": 12.9, "elements": ["H", "C", "C", "C", "H", "C", "O", "H", "C", "O", "C", "H", "H", "O", "C", "C", "C", "O", "H", "C", "C", "H", "H", "C", "C", "H", "C", "H", "H", "C", "H", "H", "H", "H", "C", "H", "H", "H", "C", "O", "C", "O", "C", "H", "C", "H", "C", "H", "H", "C", "H", "H", "C"], "positions_angstrom": [[-6.62541, -0.03397, -0.71574], [1.20786, -1.78318, 1.07640], [-3.24180, 1.86157, -0.73753], [2.17121, -3.68565, 3.60197], [0.99779, -0.72632, 1.00065], [1.89973, -4.18634, 2.18573], [2.78898, -3.59402, 1.22361], [3.13188, 3.22337, 0.15704], [3.57286, 1.14838, -2.55840], [5.00644, 2.87492, -1.79295], [2.52342, 0.29751, -2.35424], [3.20363, -3.94344, 3.86339], [2.02926, -2.60302, 3.68468], [0.52950, -3.97935, 1.79214], [0.15722, -2.68707, 1.39517], [-5.65790, 0.45803, -0.70683], [2.94579, 2.42019, -0.55976], [-1.04620, -2.48817, 1.30865], [1.94463, -6.06302, 1.13290], [0.45931, -0.32280, -1.05285], [-4.42202, 2.57301, -0.62710], [1.49382, -4.20357, 4.29018], [-8.05819, 4.06341, -0.79477], [-3.22135, 0.43944, -0.80469], [1.60790, 0.51398, -1.28824], [5.45674, 3.45334, 0.17978], [2.52534, -2.26792, 0.84100], [3.16696, -5.91152, 2.42608], [-2.30014, 2.40395, -0.75227], [3.84510, 2.19297, -1.63353], [0.51264, -1.37586, -1.34661], [1.21487, 1.70437, 0.46513], [-2.10125, -1.40523, -0.98047], [-0.74225, 1.28082, -0.27251], [-4.47637, -0.23178, -0.80488], [1.45468, -6.18623, 2.84601], [-4.40455, 3.66118, -0.57249], [-6.55506, 4.37900, 0.14933], [2.13482, -5.69842, 2.14635], [-6.87501, 2.46794, -0.68121], [-2.02000, -0.32598, -0.82826], [3.44417, -1.68258, 0.28763], [5.33902, 3.89411, -0.82213], [-4.48365, -1.31314, -0.84412], [-0.76912, 0.26532, -0.69198], [-6.48997, 4.30077, -1.65388], [-5.65925, 1.87243, -0.64265], [4.57655, 4.68850, -0.79240], [2.35094, -0.54282, -3.02636], [1.87135, 1.57325, -0.39479], [4.27525, 1.03200, -3.38787], [6.28882, 4.29103, -1.18256], [-6.97902, 3.90659, -0.74971]], "atomic_forces_ev_per_a": [[0.2, 0.0, 0.0], [0.0, -0.1, 0.1], [0.0, -0.7, 0.2], [-0.1, 0.2, -0.1], [0.1, -0.2, 0.3], [-0.1, -0.2, -0.4], [-0.6, 0.3, 0.3], [-0.1, -0.4, -0.2], [1.0, 0.9, 0.3], [-0.5, 0.2, 0.3], [-0.9, -0.3, 0.5], [-0.2, 0.1, 0.0], [0.0, -0.2, 0.0], [0.5, 0.6, 0.0], [-0.4, -0.7, 0.2], [-0.3, 0.8, -0.1], [0.8, 0.1, -0.4], [0.3, 0.2, 0.0], [0.0, 0.0, 0.2], [-0.4, -0.5, -0.3], [-0.7, -0.3, -0.2], [0.1, 0.2, -0.1], [0.3, 0.2, 0.0], [-1.2, 0.6, 0.3], [0.9, 0.3, 0.4], [0.0, 0.1, -0.3], [0.9, -0.3, -0.2], [-0.1, 0.0, 0.0], [-0.2, 0.0, -0.1], [-0.5, -0.4, 0.4], [-0.3, 0.5, -0.3], [0.2, 0.1, -0.2], [0.1, 0.3, -0.1], [0.1, -0.4, -0.7], [0.7, 0.4, 0.2], [0.0, 0.0, -0.1], [0.0, -0.3, 0.0], [-0.1, -0.1, -0.3], [-0.1, 0.4, -0.4], [0.5, 0.2, 0.1], [1.5, 0.2, 0.0], [-0.5, -0.1, 0.3], [-0.2, -0.4, -0.3], [0.0, 0.0, 0.0], [-0.5, -0.4, 0.5], [-0.1, -0.2, 0.3], [0.6, 0.0, -0.3], [0.2, -0.3, -0.1], [0.1, 0.2, 0.1], [-0.4, -0.1, -0.4], [-0.3, -0.1, 0.3], [-0.2, 0.0, 0.2], [0.1, -0.6, 0.1]]}